{
  "formula": "C24H25AsN2O9S2Sn",
  "method": "the ωB97M-V functional and the def2-TZVPD basis",
  "symbols": ["H", "As", "H", "S", "C", "C", "C", "C", "C", "O", "H", "N", "C", "H", "N", "C", "H", "C", "C", "H", "H", "C", "H", "H", "O", "C", "H", "S", "O", "O", "C", "H", "Sn", "C", "C", "C", "C", "H", "H", "C", "H", "C", "O", "C", "C", "H", "C", "C", "H", "O", "H", "O", "H", "O", "H", "O", "H", "H", "H", "C", "H", "H", "H", "C"],
  "coordinates": [[-2.77540, 2.00264, 2.34523], [-0.90811, 2.33261, 0.63216], [-2.59664, 0.70379, -0.36350], [1.71669, 1.44903, -2.29620], [-4.88188, -5.12154, -1.66841], [5.04478, -0.11929, -5.06623], [-3.57503, -5.07134, -2.13409], [-5.25046, -4.34283, -0.57737], [4.69681, -0.89910, -3.97673], [1.21857, -0.38789, 2.35978], [5.85709, -0.42395, -5.71641], [-2.41975, -1.74942, 1.11383], [-1.18301, 0.83340, 4.78773], [2.76638, 2.34380, -4.63634], [-1.39260, -0.97880, 1.62886], [-2.27289, 1.70954, -0.63813], [-6.26859, -4.38337, -0.20634], [-0.69101, 0.23536, 3.61894], [-3.01046, -3.46058, -0.42588], [4.13535, 2.12283, 2.43715], [-2.90134, 3.63592, 1.64312], [-2.21381, 2.87994, 2.02816], [-3.13564, 2.37747, -0.65923], [-2.22844, 0.68305, 5.04209], [2.43450, 1.84126, -1.10197], [2.96462, 0.66338, -3.36564], [-1.68517, 3.27408, 2.89739], [3.31778, -1.72335, -1.79986], [0.65114, 0.46551, -2.04796], [1.22117, 2.56466, -3.09379], [3.32230, 1.43303, -4.47190], [-0.13598, 4.09743, -1.01205], [0.72675, -0.83546, 0.11983], [0.68859, 0.32475, 3.28154], [3.65922, -0.53368, -3.12213], [-1.60261, -0.56152, 2.82141], [-2.64664, -4.24476, -1.51685], [-0.26318, 4.80606, 0.61010], [-1.73360, 4.55354, -0.36381], [-4.32329, -3.51599, 0.03816], [-1.62218, -4.18289, -1.86096], [1.47510, 1.22153, 4.07746], [1.96025, -2.19903, -2.03705], [-1.97287, -2.57233, 0.20293], [-0.37657, 1.60573, 5.59171], [-1.81453, 1.66539, -1.62674], [-0.75016, 4.15165, -0.11426], [3.20397, 1.55579, 2.43110], [5.22171, -1.81383, -3.74232], [2.78854, 1.50033, 3.80178], [3.37351, 0.57019, 2.00929], [-0.76599, -2.70857, -0.18524], [-4.59255, -2.89942, 0.88504], [4.33646, -2.74688, -1.97283], [2.47259, 2.07224, 1.80558], [3.43834, -0.98152, -0.54725], [-5.60929, -5.76575, -2.14924], [-0.75898, 2.05317, 6.50115], [-3.27976, -5.67677, -2.98308], [4.34574, 1.04838, -5.32108], [-2.55787, -0.82990, 3.28385], [1.60448, 2.46660, 5.77849], [4.60220, 1.66531, -6.17490], [0.95166, 1.82038, 5.20187]],
  "lowdin_charge": [0.005, 1.087, 0.003, 0.402, -0.126, -0.102, -0.100, -0.112, -0.076, -0.261, 0.090, 0.034, -0.105, 0.094, -0.078, -0.325, 0.087, -0.184, -0.137, 0.084, 0.009, -0.333, 0.015, 0.097, -0.348, -0.195, 0.011, 0.403, -0.502, -0.366, -0.078, 0.004, 1.571, -0.352, -0.202, -0.123, -0.023, 0.013, 0.011, -0.045, 0.116, -0.222, -0.400, -0.514, -0.139, 0.014, -0.332, -0.065, 0.095, -0.100, 0.076, -0.199, 0.097, -0.358, 0.082, -0.419, 0.085, 0.078, 0.092, -0.103, 0.115, 0.104, 0.090, -0.039],
  "e_lumo_ev": 4.51,
  "e_above_lowest_kcal_mol": 13.68,
  "charge": -2
}

{
  "formula": "C57H49ClN7O2P3Se2W",
  "method": "the ωB97M-V functional and the def2-TZVPD basis",
  "symbols": ["C", "C", "C", "H", "C", "C", "H", "H", "C", "C", "C", "C", "P", "H", "C", "C", "H", "C", "C", "C", "C", "C", "H", "N", "H", "H", "H", "H", "H", "C", "N", "H", "H", "C", "N", "C", "C", "H", "C", "C", "O", "H", "C", "C", "C", "C", "C", "H", "H", "H", "C", "H", "N", "H", "Se", "H", "C", "H", "H", "C", "C", "P", "H", "N", "C", "N", "C", "C", "C", "C", "H", "C", "H", "H", "H", "C", "H", "H", "H", "C", "C", "H", "C", "H", "C", "P", "C", "Se", "C", "H", "C", "H", "C", "H", "C", "H", "C", "H", "H", "H", "H", "H", "H", "H", "W", "C", "H", "Cl", "C", "C", "C", "H", "C", "C", "H", "N", "C", "C", "H", "O", "H", "C"],
  "coordinates": [[-0.36276, 2.06955, -2.77785], [-1.77818, -3.49992, 5.13791], [0.99829, 4.07001, -2.66060], [-3.29786, 1.10970, -2.42326], [0.34760, -5.78562, 4.35736], [-1.10071, -2.94736, 6.21467], [1.90986, 4.56386, -2.34363], [2.98346, -3.92327, 0.42042], [3.38187, -2.08274, 3.25144], [-3.10495, -1.77302, 2.21651], [-0.91839, 2.35218, 0.44721], [0.36298, -4.15676, 2.59240], [-0.50773, 0.29802, -2.36407], [2.23968, 0.14665, 6.30044], [-1.82346, -1.41122, -4.14322], [4.74294, -2.28375, 3.44614], [4.59779, -0.31899, 6.90072], [4.84167, -3.64522, 1.45832], [-1.10922, 4.12305, -3.80749], [2.01749, -3.19698, 6.82940], [-4.57960, 1.85329, 0.29876], [2.75091, -2.67700, 2.16633], [-0.86143, -1.88031, -4.31579], [-0.67548, 0.65808, 2.86476], [-0.68529, -4.71679, 0.79815], [-5.50455, 2.41325, 0.41237], [6.53069, -3.21828, 2.71406], [1.39404, -3.91909, 4.45599], [-0.77165, -3.02412, 8.33884], [-0.84796, 3.70138, 0.61588], [-2.21743, 0.39346, 0.09418], [3.79992, 2.73267, 1.19241], [5.30189, -2.63086, 7.44744], [-1.31023, 2.77697, -3.51871], [-0.77185, 0.28399, 4.08855], [0.79895, 2.73186, -2.36534], [2.56362, 1.13869, 0.41947], [-1.92443, 5.55788, 0.82460], [-1.27332, -3.47985, 7.49329], [-3.73310, -3.88999, 1.06150], [-1.96009, -1.73542, 1.70928], [1.57472, 2.19381, -1.83651], [-1.93681, -0.31648, -3.28779], [3.34016, -3.45560, 7.17768], [-0.44574, -6.62431, 3.58282], [-0.41178, -5.00543, 1.80462], [0.75246, -4.55629, 3.86410], [-3.15216, -5.01998, 4.48570], [3.63968, -4.45959, 7.45980], [5.23201, -1.83600, 4.30221], [4.27032, -2.42648, 7.17968], [-3.36151, -1.20002, -0.39626], [-3.97108, -2.77226, 1.96204], [-0.75688, -7.58656, 3.97441], [-0.77362, 0.06582, 7.34439], [-4.53328, -3.95608, 0.32222], [-0.09464, -0.90379, 4.29948], [-1.84922, 4.65678, -4.39158], [0.10949, 4.20020, 0.68465], [-0.82300, -6.23775, 2.30579], [4.95071, -0.09474, -0.26140], [0.96274, -2.58324, 1.91318], [3.71866, -1.67663, -1.05423], [0.06296, -0.25806, 2.21642], [2.56004, -0.86690, 6.51574], [0.18908, 1.45382, 0.33640], [-3.34700, 2.52023, 0.41648], [4.96647, 1.13109, 0.39996], [3.74965, -0.72017, -0.54613], [0.93458, -0.39403, -3.22051], [-2.78873, -3.73582, 0.54922], [-4.19569, -1.35050, -4.56183], [-1.42215, -6.89902, 1.68938], [5.88681, -0.55761, -0.55060], [-4.85668, -2.75696, 2.43996], [2.56663, -0.12228, -0.16510], [-4.36946, -0.89557, 3.58256], [1.45099, 2.87849, 0.99431], [-3.43009, -5.98628, 6.74638], [-2.78172, -5.12894, 6.59811], [-2.62539, -4.58516, 5.33115], [2.82405, -1.46763, 3.94699], [1.62991, -1.90596, 6.48083], [-2.83610, -0.13484, 3.39186], [1.34533, 1.86591, 0.61852], [-0.07625, -1.46667, 6.06956], [3.48328, -3.45284, 1.26362], [-0.99415, -2.57031, -1.06478], [3.87792, -1.13000, 6.85891], [-2.19012, 2.28958, -3.90598], [0.03240, 4.77567, -3.36837], [1.28778, -3.99611, 6.84051], [5.47060, -3.06180, 2.55474], [0.65412, -6.10100, 5.34750], [-2.94931, -1.92565, -4.77440], [1.01113, -1.45528, -3.01066], [-3.38668, -0.16467, -0.11018], [-5.52582, -0.01488, -0.12336], [5.40972, -4.25349, 0.76438], [-5.28657, 0.20125, -3.55164], [1.83441, 0.10510, -2.87102], [0.18332, 5.82349, -3.59542], [0.83163, -0.22258, -4.29010], [-2.85262, -2.78559, -5.42866], [-0.36797, -0.71334, 0.19033], [-3.24297, 3.91447, 0.60453], [-2.22819, -4.99480, 8.67170], [6.47020, 1.87607, 0.79299], [3.78496, 1.75613, 0.71806], [-4.31788, -0.25783, -3.71343], [-3.19543, 0.24871, -3.07222], [-1.61877, -3.10506, 4.14603], [-2.10258, -4.57608, 7.67953], [0.41254, -1.26926, 3.06279], [-4.14424, 4.51520, 0.65646], [-3.50586, -0.81840, 3.06988], [-4.59492, 0.52229, 0.01954], [-2.17462, 1.74946, 0.32480], [-3.68281, -4.82843, 1.61516], [1.40648, -0.77236, -0.35507], [-5.06910, -1.75222, -5.06096], [-2.01471, 4.48678, 0.69577]],
  "lowdin_charge": [-0.323, -0.105, -0.057, 0.095, -0.056, -0.369, 0.116, 0.115, -0.067, -0.604, -0.212, -0.346, 0.964, 0.100, -0.120, -0.048, 0.114, -0.065, -0.049, -0.091, 0.040, -0.357, 0.096, -0.012, 0.041, 0.141, 0.115, 0.090, 0.108, 0.027, -0.069, 0.130, 0.114, -0.060, -0.001, -0.111, -0.137, 0.127, -0.098, -0.048, -0.198, 0.088, -0.406, -0.056, -0.057, -0.100, -0.089, 0.102, 0.114, 0.105, -0.072, 0.085, 0.059, 0.119, 0.310, 0.095, -0.338, 0.117, 0.121, -0.064, -0.042, 1.116, 0.134, -0.243, -0.119, -0.050, -0.127, -0.650, 0.013, -0.220, -0.008, -0.051, 0.114, 0.126, 0.149, -0.314, 0.129, 0.144, 0.112, -0.063, -0.083, 0.085, -0.373, 0.085, -0.072, 0.515, -0.104, 0.482, -0.076, 0.094, -0.052, 0.093, -0.051, 0.119, -0.050, 0.031, -0.167, 0.131, 0.115, 0.115, 0.046, 0.117, 0.077, 0.119, 1.329, 0.008, 0.115, 0.734, -0.023, -0.055, -0.135, 0.077, -0.052, -0.379, 0.133, 0.235, -0.018, -0.160, 0.086, -0.404, 0.117, -0.018],
  "e_lumo_ev": [-6.72, -6.71],
  "charge": 2
}